{"formula": "C18H47N2O23P6S2", "method": "the ωB97M-V functional and the def2-TZVPD basis", "total_charge": -1, "energy_ha": -5398.5345, "elements": ["C", "C", "S", "C", "N", "C", "N", "C", "S", "C", "O", "O", "P", "O", "O", "P", "O", "O", "O", "H", "H", "H", "H", "H", "H", "H", "H", "H", "H", "H", "C", "O", "P", "O", "O", "C", "O", "C", "H", "H", "H", "H", "H", "H", "H", "H", "H", "C", "O", "P", "O", "O", "C", "O", "C", "H", "H", "H", "H", "H", "H", "H", "H", "H", "C", "O", "P", "O", "O", "C", "O", "C", "H", "H", "H", "H", "H", "H", "H", "H", "H", "C", "O", "P", "O", "O", "C", "O", "C", "H", "H", "H", "H", "H", "H", "H", "H", "H"], "positions_angstrom": [[1.959, -2.317, -8.190], [0.612, -1.768, -7.598], [0.719, -0.042, -6.977], [2.220, 0.136, -5.950], [2.138, -0.436, -4.586], [3.188, 0.061, -3.680], [3.566, -0.893, -2.591], [3.360, -2.043, -2.882], [2.756, -3.520, -3.105], [4.568, 0.368, -4.453], [5.423, -0.528, -4.515], [4.768, 1.484, -5.030], [2.722, 1.708, -2.807], [2.355, 2.830, -3.990], [4.187, 2.255, -2.181], [0.565, -0.403, -3.904], [-0.135, 0.914, -4.044], [-0.401, -1.635, -4.446], [0.645, -0.669, -2.270], [1.786, -3.404, -8.419], [2.819, -2.242, -7.476], [2.225, -1.826, -9.154], [0.263, -2.474, -6.809], [-0.139, -1.749, -8.430], [3.036, -0.409, -6.494], [2.513, 1.216, -5.977], [1.431, 3.112, -3.886], [4.313, 1.870, -1.299], [-0.527, -2.280, -3.726], [0.652, 0.191, -1.812], [9.359, 6.963, -3.027], [9.757, 5.732, -3.639], [8.867, 4.355, -3.134], [9.923, 3.382, -3.598], [7.737, 4.640, -4.285], [8.141, 4.748, -5.642], [7.874, 3.217, -2.398], [7.276, 2.213, -3.230], [9.982, 7.764, -3.425], [8.311, 7.181, -3.254], [9.498, 6.910, -1.945], [9.095, 4.252, -5.829], [8.218, 5.802, -5.918], [7.376, 4.281, -6.263], [7.977, 1.832, -3.971], [6.394, 2.613, -3.724], [6.962, 1.392, -2.586], [-2.486, 1.152, -1.192], [-2.503, -0.187, -0.667], [-2.697, -0.299, 1.024], [-2.162, -1.706, 1.100], [-4.329, -0.278, 0.865], [-4.954, -1.246, 0.029], [-2.834, -0.069, 2.690], [-3.733, -0.899, 3.406], [-2.364, 1.100, -2.273], [-3.427, 1.661, -0.961], [-1.649, 1.708, -0.767], [-4.332, -2.131, -0.111], [-5.177, -0.801, -0.942], [-5.892, -1.549, 0.498], [-3.683, -1.935, 3.067], [-4.750, -0.523, 3.303], [-3.459, -0.859, 4.461], [1.726, -1.257, 9.787], [0.395, -1.444, 9.286], [-0.007, -0.488, 7.925], [-1.493, -0.644, 8.128], [0.602, -1.629, 6.919], [0.111, -2.961, 7.005], [-0.109, 0.618, 6.659], [-0.724, 0.187, 5.451], [1.869, -1.917, 10.641], [2.462, -1.506, 9.017], [1.866, -0.224, 10.110], [-0.881, -3.006, 7.457], [0.805, -3.569, 7.588], [0.054, -3.370, 5.996], [-1.613, -0.412, 5.640], [-0.012, -0.382, 4.853], [-1.009, 1.075, 4.887], [-10.738, -0.376, 3.460], [-10.040, -1.554, 3.028], [-8.429, -1.685, 3.582], [-8.037, -2.682, 2.522], [-8.941, -2.415, 4.958], [-9.743, -3.585, 4.860], [-6.884, -1.487, 4.225], [-6.260, -2.613, 4.824], [-11.748, -0.406, 3.054], [-10.793, -0.344, 4.552], [-10.234, 0.518, 3.089], [-9.616, -4.093, 3.903], [-10.793, -3.320, 4.994], [-9.452, -4.266, 5.660], [-6.424, -3.524, 4.249], [-6.628, -2.744, 5.843], [-5.190, -2.415, 4.871]], "lowdin_charge": [-0.169, -0.529, 0.857, -0.474, -0.184, -0.487, 0.085, -0.740, 0.652, -0.696, -0.020, -0.078, 0.928, -0.273, -0.279, 0.459, -0.342, -0.167, -0.190, 0.071, 0.067, 0.069, 0.058, 0.070, 0.090, 0.088, 0.046, 0.051, 0.077, 0.033, -0.148, -0.269, 0.678, -0.272, -0.285, -0.109, -0.291, -0.110, 0.082, 0.082, 0.076, 0.086, 0.079, 0.096, 0.093, 0.061, 0.093, -0.124, -0.253, 0.693, -0.263, -0.293, -0.099, -0.289, -0.140, 0.082, 0.081, 0.082, 0.089, 0.085, 0.082, 0.092, 0.075, 0.077, -0.135, -0.259, 0.687, -0.268, -0.292, -0.106, -0.283, -0.119, 0.086, 0.084, 0.079, 0.087, 0.084, 0.094, 0.068, 0.093, 0.094, -0.133, -0.255, 0.695, -0.262, -0.293, -0.108, -0.291, -0.112, 0.087, 0.083, 0.081, 0.088, 0.084, 0.091, 0.095, 0.089, 0.073]}